[1]
{"formula": "C11H18OSi", "method": "the ωB97M-V functional and the def2-TZVPD basis", "total_charge": 0, "total_energy_ha": -794.5003, "e_above_lowest_kj_mol": 591.8, "smiles": "C/C=C/C1=C(O[Si](C)(C)C)CC=C1", "spin_multiplicity": 1, "orbital_gap_ha": 0.3024, "species": ["C", "C", "C", "C", "C", "O", "Si", "C", "C", "C", "C", "C", "C", "H", "H", "H", "H", "H", "H", "H", "H", "H", "H", "H", "H", "H", "H", "H", "H", "H", "H"], "coordinates": [[3.1327, -3.1271, 0.2237], [3.1128, -1.5494, 0.0124], [2.3248, -0.9790, 0.8179], [1.8293, 0.5711, 0.1000], [0.7385, 1.2913, -0.4329], [-0.5657, 1.0389, -0.7614], [-1.9182, 0.4266, 0.1200], [-2.4323, 1.6497, 1.4440], [-1.8526, -1.4053, 0.6702], [-3.2756, 0.4991, -1.2106], [1.1472, 2.7046, -0.7003], [2.5840, 2.7286, -0.2037], [2.9215, 1.5050, 0.2328], [3.8258, -3.4416, -0.5403], [2.0845, -3.3189, -0.0484], [3.3103, -3.6434, 1.2145], [3.7411, -1.4308, -0.8726], [1.2857, -1.1495, 1.3883], [-1.6447, 1.6444, 2.3502], [-2.5756, 2.7553, 1.0234], [-3.4857, 1.4544, 1.8704], [-1.9070, -1.5634, 1.7497], [-2.6489, -1.9642, 0.0696], [-0.8193, -1.9643, 0.3734], [-3.0368, 1.5227, -1.7606], [-2.9392, -0.3640, -2.0026], [-4.3478, 0.4170, -0.9320], [0.3857, 3.3200, -0.0919], [0.9561, 3.0804, -1.7707], [2.9428, 3.7200, -0.2822], [3.8973, 1.1140, 0.4042]], "lowdin_charge": [-0.10, -0.19, -0.05, -0.08, -0.30, -0.16, 0.43, -0.22, -0.18, -0.21, -0.14, -0.09, -0.11, 0.04, 0.06, 0.09, 0.12, 0.14, 0.07, 0.07, 0.04, 0.01, 0.04, 0.07, 0.06, 0.08, 0.02, 0.15, 0.15, 0.08, 0.09]}



[2]
{"formula": "C11H18Si", "method": "the ωB97M-V functional and the def2-TZVPD basis", "total_charge": 0, "total_energy_ha": -719.2118, "e_above_lowest_kj_mol": 607.2, "spin_multiplicity": 1, "orbital_gap_ha": [0.2800, 0.2840], "species": ["C", "C", "C", "C", "C", "C", "C", "C", "C", "C", "C", "Si", "H", "H", "H", "H", "H", "H", "H", "H", "H", "H", "H", "H", "H", "H", "H", "H", "H", "H"], "coordinates": [[-2.3883, -0.3505, -0.2839], [-3.0361, 0.7055, -0.4593], [-1.4415, -1.2617, 0.0005], [0.5000, -0.9609, 0.0865], [-1.5217, -2.7126, 0.1311], [1.0014, -2.3436, 0.0360], [-0.1193, -3.2912, 0.4335], [-3.8848, 1.8622, -0.2679], [0.5209, 1.9040, -1.1283], [3.1808, 0.5657, -0.2606], [0.7848, 1.3512, 1.7783], [1.2517, 0.7148, 0.0725], [-2.0864, -2.9092, 1.0637], [-2.0899, -3.2446, -0.6750], [1.4089, -2.4795, -0.9991], [1.9309, -2.4029, 0.7532], [-0.0137, -3.4109, 1.5725], [0.1425, -4.2890, 0.1661], [-4.5408, 1.7300, 0.6248], [-3.2145, 2.7756, -0.2496], [-4.5125, 2.0377, -1.0380], [0.8225, 1.8863, -2.1660], [-0.5980, 1.6945, -0.9496], [0.6114, 2.9737, -0.9808], [3.4950, 1.5796, -0.5599], [3.6434, 0.2792, 0.6840], [3.3071, -0.0936, -1.1881], [1.5652, 2.0352, 2.0461], [-0.1715, 1.9522, 1.6231], [0.5698, 0.6175, 2.4509]], "lowdin_charge": [-0.06, -0.06, -0.10, -0.07, -0.21, -0.29, -0.21, -0.11, -0.19, -0.18, -0.17, 0.47, 0.12, 0.13, 0.12, 0.14, 0.13, 0.09, 0.10, 0.10, 0.02, 0.02, 0.04, 0.03, 0.02, 0.01, 0.05, 0.02, 0.06, -0.02]}



[3]
{"formula": "C11H19AuN5OPS", "method": "the ωB97M-V functional and the def2-TZVPD basis", "total_charge": 0, "total_energy_ha": -1654.7895, "e_above_lowest_kj_mol": 73.1, "spin_multiplicity": 1, "orbital_gap_ha": 0.2874, "species": ["Au", "C", "N", "C", "N", "C", "N", "C", "P", "C", "C", "H", "H", "H", "H", "H", "H", "H", "H", "H", "H", "H", "H", "C", "C", "C", "O", "H", "H", "H", "H", "H", "H", "H", "N", "C", "S", "C", "N"], "coordinates": [[0.1077, 1.8221, 2.2986], [-1.7421, 1.6023, -1.9812], [-0.4670, 1.0515, -2.4301], [-0.6821, -0.2799, -2.9960], [-1.4206, -1.1936, -2.1238], [-2.6669, -0.5729, -1.7006], [-2.4241, 0.7073, -1.0465], [-1.8469, 0.6447, 0.2660], [-0.0803, -0.0637, 0.0034], [0.4780, 1.0634, -1.3129], [-0.6536, -1.5418, -0.9291], [-2.3958, 1.7387, -2.8436], [-1.5746, 2.5692, -1.5061], [0.2862, -0.7212, -3.2360], [-1.2501, -0.1679, -3.9203], [-3.1970, -1.2365, -1.0168], [-3.2936, -0.3913, -2.5748], [-2.3704, -0.0295, 0.9419], [-1.7634, 1.6348, 0.7056], [1.4870, 0.7905, -1.6246], [0.5280, 2.0724, -0.8963], [-1.2904, -2.1411, -0.2713], [0.2140, -2.1496, -1.1942], [2.3118, -2.6407, 1.1421], [1.5596, -1.4730, 1.7473], [2.3842, -0.7544, 2.7860], [1.2792, -0.5493, 0.6329], [2.5264, -3.3733, 1.9203], [3.2566, -2.3046, 0.7136], [1.7323, -3.1352, 0.3624], [0.6100, -1.8100, 2.1675], [3.3074, -0.3821, 2.3392], [2.6369, -1.4579, 3.5804], [1.8528, 0.0810, 3.2334], [-1.3954, -0.7252, 3.3786], [-0.8240, 0.2409, 3.1011], [2.2853, 5.4932, 0.1469], [1.5313, 4.2477, 0.8328], [0.9637, 3.3352, 1.3041]], "lowdin_charge": [0.74, -0.16, -0.13, -0.17, -0.14, -0.17, -0.13, -0.25, 0.93, -0.21, -0.21, 0.13, 0.14, 0.13, 0.13, 0.13, 0.13, 0.08, 0.05, 0.11, 0.08, 0.11, 0.10, -0.04, -0.44, -0.06, -0.29, 0.09, 0.09, 0.07, 0.11, 0.09, 0.10, 0.02, -0.01, -0.50, 0.51, -1.00, -0.17]}



[4]
{"formula": "C11H19CdN4O4S3", "method": "the ωB97M-V functional and the def2-TZVPD basis", "total_charge": 1, "total_energy_ha": -2312.6466, "e_above_lowest_kj_mol": 2.7, "spin_multiplicity": 1, "orbital_gap_ha": 0.3164, "species": ["Cd", "C", "C", "S", "C", "C", "S", "C", "C", "S", "H", "H", "H", "H", "H", "H", "H", "H", "H", "H", "H", "H", "O", "C", "O", "C", "C", "N", "N", "C", "C", "O", "O", "H", "H", "H", "N", "N", "H", "H", "H", "H"], "coordinates": [[0.1965, 0.7735, -0.0084], [3.0118, -0.9101, 1.0448], [3.6144, -0.0668, -0.0319], [2.5022, 0.7895, -1.1963], [2.1316, -0.3034, -2.5303], [1.5388, -1.6645, -2.2405], [-0.0525, -1.5706, -1.4168], [0.1403, -3.0414, -0.4003], [0.8723, -2.8366, 0.8934], [2.6835, -2.6650, 0.8547], [2.1904, -0.4102, 1.5389], [3.7507, -0.9128, 1.8530], [4.4045, -0.5452, -0.6012], [4.0305, 0.7620, 0.4879], [3.0281, -0.4292, -3.0975], [1.4121, 0.2660, -3.0890], [2.2689, -2.3003, -1.7258], [1.4628, -2.1177, -3.2068], [0.5780, -3.8089, -1.0549], [-0.8935, -3.3717, -0.1415], [0.7346, -3.7032, 1.5301], [0.4461, -2.0111, 1.4565], [-5.2881, -0.7621, 1.4754], [-5.3927, 0.2656, 0.6400], [-6.4434, 0.6654, 0.1950], [-4.1583, 0.8686, 0.1495], [-4.1018, 1.8892, -0.7891], [-2.8208, 2.1296, -1.0346], [-2.0275, 1.4091, -0.2625], [-2.7785, 0.6295, 0.4530], [-2.1196, -0.3344, 1.4624], [-2.8151, -1.1113, 2.1109], [-0.8390, -0.2392, 1.5058], [-4.3412, -0.9164, 1.7714], [-4.8905, 2.4777, -1.2643], [-2.4208, 2.8224, -1.6551], [2.5085, 3.1979, 1.0276], [1.0606, 2.9991, 0.9595], [2.6370, 4.0602, 1.5462], [2.8245, 3.4220, 0.0962], [0.5316, 3.8537, 0.7722], [0.8232, 2.7512, 1.9224]], "lowdin_charge": [1.25, -0.57, -0.48, 0.84, -0.56, -0.53, 0.85, -0.50, -0.53, 0.92, 0.06, 0.08, 0.10, 0.05, 0.09, 0.07, 0.06, 0.08, 0.10, 0.10, 0.08, 0.05, 0.13, -0.50, 0.12, -0.03, 0.03, 0.01, -0.04, -0.15, -0.55, 0.09, -0.21, 0.06, 0.16, 0.17, -0.04, -0.14, 0.08, 0.05, 0.08, 0.08]}



[5]
{"formula": "C11H19Cl2N3O3PTi", "method": "the ωB97M-V functional and the def2-TZVPD basis", "total_charge": 3, "total_energy_ha": -2930.7669, "spin_multiplicity": 1, "orbital_gap_ha": [0.2515, 0.2515], "species": ["C", "C", "H", "H", "H", "O", "Cl", "Ti", "P", "C", "C", "H", "H", "H", "C", "H", "H", "H", "H", "H", "H", "C", "O", "Cl", "C", "N", "C", "C", "C", "N", "C", "O", "N", "H", "H", "H", "H", "H", "H", "H"], "coordinates": [[-2.3190, 2.0332, -1.7121], [-1.3487, 1.0126, -1.5929], [-2.2763, 2.4894, -2.7319], [-2.1870, 2.7714, -0.8519], [-3.2739, 1.4549, -1.5481], [-0.2030, 0.6885, -1.9695], [-1.9524, 0.4056, 0.5413], [0.3561, -0.9885, 0.9065], [-1.4762, -2.0593, -1.0164], [-0.7833, -3.1163, -2.3471], [-2.2351, -3.3565, 0.0403], [-3.6567, -1.0097, -1.2117], [-3.4769, -2.4454, -2.2943], [-2.7192, -0.8785, -2.7538], [-2.9931, -1.5298, -1.9121], [-2.6244, -2.9053, 0.9617], [-3.0670, -3.8043, -0.5263], [-1.5841, -3.7580, -2.7489], [0.0417, -3.7350, -1.9735], [-1.4949, -4.1233, 0.3085], [-0.4001, -2.4729, -3.1467], [1.5057, -1.3682, -0.8653], [2.0852, -1.5642, -1.8453], [0.6724, -2.9217, 1.9654], [1.6891, 1.9309, 4.2690], [1.8867, 1.9870, 2.8003], [2.9438, 2.6801, 2.2851], [3.1955, 2.6492, 0.9401], [2.4387, 1.8066, 0.1241], [1.5248, 0.9813, 0.6913], [1.2366, 1.1644, 1.9893], [0.3825, 0.2830, 2.4817], [2.5795, 1.7660, -1.2332], [0.8619, 1.2554, 4.5080], [1.4769, 2.9305, 4.6755], [2.6149, 1.5920, 4.7605], [3.5322, 3.2499, 2.9954], [4.0027, 3.2155, 0.4859], [3.2334, 2.3713, -1.6928], [1.8111, 1.3182, -1.7560]], "lowdin_charge": [-0.04, -0.33, 0.16, 0.16, 0.12, 0.07, 0.43, 0.65, 0.76, -0.23, -0.24, 0.05, 0.09, 0.06, -0.23, 0.06, 0.08, 0.09, 0.07, 0.05, 0.06, -0.07, 0.22, 0.33, 0.07, 0.01, 0.08, 0.07, -0.29, 0.10, -0.44, -0.16, 0.23, 0.11, 0.13, 0.13, 0.17, 0.15, 0.14, 0.10]}



[6]
{"formula": "C11H19N10ORhS", "method": "the ωB97M-V functional and the def2-TZVPD basis", "total_charge": 1, "total_energy_ha": -1561.9165, "e_above_lowest_kj_mol": 56.9, "spin_multiplicity": 2, "orbital_gap_ha": [0.2838, 0.2848], "species": ["Rh", "C", "N", "C", "C", "N", "N", "C", "N", "N", "H", "H", "H", "H", "H", "H", "H", "H", "H", "H", "H", "O", "N", "C", "C", "C", "C", "C", "S", "H", "H", "H", "H", "N", "C", "N", "N", "C", "N", "H", "H", "H", "H"], "coordinates": [[0.0428, 0.4050, -1.1146], [-1.9124, -3.0110, 1.5737], [-2.5944, -2.5568, 0.3704], [-3.4596, -3.5316, -0.2870], [-2.2377, -1.3669, -0.1511], [-1.3325, -0.5757, 0.3143], [-2.9969, -0.9456, -1.2652], [-2.4819, -0.4047, -2.4146], [-3.4091, -0.0673, -3.3484], [-1.2068, -0.3337, -2.6085], [-2.2358, -4.0240, 1.7937], [-2.1574, -2.3782, 2.4291], [-0.8281, -3.0242, 1.4320], [-4.3075, -3.7788, 0.3519], [-2.8951, -4.4426, -0.4886], [-3.8253, -3.1517, -1.2340], [-0.8410, -0.9762, 1.1045], [-3.9970, -0.9735, -1.1627], [-4.3763, 0.0294, -3.0937], [-3.1071, 0.4927, -4.1271], [-0.9600, -0.0087, -3.5347], [1.0057, 1.4987, 0.3944], [1.7247, 2.5370, -0.0808], [2.7911, 2.9369, 0.6399], [3.5469, 4.0050, 0.2454], [3.1904, 4.6783, -0.9250], [2.0990, 4.2557, -1.6384], [1.3392, 3.1525, -1.2158], [-0.0351, 2.5765, -2.0794], [2.9932, 2.3518, 1.5235], [4.4010, 4.2978, 0.8367], [3.7759, 5.5188, -1.2714], [1.7956, 4.7461, -2.5517], [2.7032, -1.5229, 3.5561], [2.3380, -0.9474, 2.3950], [1.9496, 0.3379, 2.4016], [2.3649, -1.7052, 1.3252], [2.0214, -1.2819, 0.1461], [1.7210, -0.9833, -0.9388], [2.8654, -0.9748, 4.3813], [3.1069, -2.4422, 3.5046], [1.8283, 0.8286, 3.2700], [1.5931, 0.7601, 1.5424]], "mulliken_spin": [0.90, 0.00, 0.01, 0.00, 0.02, 0.04, 0.00, -0.01, 0.00, -0.01, 0.00, 0.00, 0.00, 0.00, 0.00, 0.00, -0.01, 0.00, 0.00, 0.00, 0.00, -0.01, 0.01, 0.00, 0.00, 0.00, 0.00, 0.00, -0.01, 0.00, 0.00, 0.00, 0.00, 0.00, 0.00, 0.00, 0.00, 0.04, 0.00, 0.00, 0.00, 0.00, 0.00]}